# 1
# C33H35CaCl2N4O2SbSe4

A molecular structure, C33H35CaCl2N4O2SbSe4 (wB97M-V/def2-TZVPD, the Open Molecules 2025 dataset).

CARTESIAN COORDINATES (ANGSTROEM)
Ca1 0.045 0.318 0.355
C1 -0.638 0.784 4.914
C2 -1.692 1.669 5.010
C3 -2.144 2.310 3.865
C4 -1.518 2.041 2.656
N1 -0.540 1.133 2.561
C5 -0.113 0.518 3.657
C6 -1.870 2.791 1.394
C7 -2.586 3.987 1.438
C8 -2.833 4.658 0.255
C9 -2.367 4.122 -0.936
C10 -1.671 2.927 -0.889
N2 -1.431 2.283 0.247
H1 -0.222 0.290 5.780
H2 -2.136 1.897 5.970
H3 -2.977 2.996 3.918
H4 0.711 -0.174 3.524
H5 -2.917 4.397 2.380
H6 -3.375 5.595 0.267
H7 -2.534 4.616 -1.884
H8 -1.289 2.438 -1.776
C11 -2.190 -3.320 2.240
C12 -1.015 -2.513 1.719
O1 -1.265 -1.378 1.314
C13 0.317 -3.120 1.707
C14 0.465 -4.425 2.223
C15 1.671 -5.077 2.239
C16 2.803 -4.397 1.753
C17 2.711 -3.133 1.249
C18 1.463 -2.443 1.174
O2 1.409 -1.303 0.608
H9 -3.077 -2.695 2.168
H10 -2.038 -3.618 3.277
H11 -2.333 -4.224 1.647
H12 -0.401 -4.930 2.629
H13 1.753 -6.081 2.632
H14 3.773 -4.881 1.788
H15 3.587 -2.594 0.914
C19 1.931 3.244 1.789
C20 2.244 2.986 0.365
N3 1.594 2.201 -0.464
C21 2.187 2.376 -1.696
C22 3.222 3.249 -1.597
N4 3.240 3.632 -0.275
H16 1.668 2.328 2.310
H17 1.099 3.950 1.866
H18 2.788 3.664 2.311
H19 1.836 1.844 -2.564
H20 3.927 3.617 -2.318
H21 3.935 4.187 0.200
Se1 2.276 2.992 5.462
Sb1 4.129 1.683 4.623
Se2 5.351 3.260 3.001
Se3 5.634 0.871 6.313
Se4 3.608 0.164 2.789
C23 0.158 -0.767 -3.538
C24 -1.032 -1.397 -2.802
C25 -0.584 -2.769 -2.287
C26 -1.393 -0.531 -1.580
C27 -2.219 -1.495 -3.744
C28 -2.773 -0.317 -4.260
C29 -3.890 -0.332 -5.071
C30 -4.506 -1.537 -5.397
C31 -3.971 -2.714 -4.905
C32 -2.839 -2.690 -4.096
H22 0.955 -0.596 -2.812
H23 -0.113 0.193 -3.981
H24 0.541 -1.414 -4.334
H25 0.233 -2.627 -1.576
H26 -0.226 -3.424 -3.089
H27 -1.394 -3.278 -1.761
H28 -2.427 -0.808 -1.301
H29 -2.319 0.626 -3.983
H30 -4.292 0.600 -5.449
H31 -5.388 -1.553 -6.024
H32 -4.434 -3.662 -5.147
H33 -2.440 -3.625 -3.727
Cl1 5.577 -0.187 -3.555
C33 3.925 -0.775 -3.127
Cl2 3.545 -0.643 -1.431
H34 3.876 -1.816 -3.429
H35 3.224 -0.174 -3.698

Cartesian forces, eV/Å:
-0.06 0.18 -0.96
-0.03 -0.19 -0.02
0.03 0.07 -0.01
0.00 -0.06 -0.04
-0.09 0.27 -0.17
-0.25 0.35 0.18
0.04 0.10 0.06
-0.01 -0.14 0.56
0.02 -0.02 -0.03
-0.01 0.00 -0.01
-0.01 0.01 -0.07
-0.03 -0.04 0.02
-0.22 0.21 0.28
0.03 0.07 0.01
-0.02 -0.04 0.00
0.04 0.04 0.01
0.05 -0.02 0.02
0.02 0.03 0.01
0.00 0.00 -0.02
0.00 0.01 0.01
-0.01 -0.01 -0.07
-0.06 0.03 0.00
0.34 -0.11 -0.15
-0.04 -0.11 0.30
-0.36 -0.04 0.13
0.09 -0.07 0.04
-0.08 0.07 0.00
0.11 -0.03 -0.02
0.03 -0.06 0.13
-0.10 -0.02 -0.28
0.45 -0.60 0.28
-0.01 0.00 0.00
0.01 -0.01 0.04
0.00 -0.02 -0.01
-0.01 -0.03 -0.03
0.01 -0.02 0.04
0.01 0.00 0.01
0.01 0.01 -0.05
-0.18 0.05 0.04
0.08 0.06 0.37
-0.20 -0.07 -0.23
-0.01 -0.09 -0.08
-0.03 0.05 0.04
0.13 0.11 -0.09
0.02 0.01 -0.03
-0.07 0.00 0.01
-0.02 0.02 -0.01
0.01 -0.03 -0.04
0.06 -0.01 -0.03
0.00 -0.10 0.03
-0.41 0.09 0.12
0.20 0.28 0.12
0.16 -0.20 -0.13
0.16 -0.11 0.15
-0.02 0.00 -0.25
0.09 -0.02 -0.02
-0.03 0.22 0.28
0.07 -0.07 0.08
0.12 0.06 -0.44
-0.04 0.04 -0.05
0.08 0.02 0.05
-0.04 -0.01 -0.04
-0.01 0.02 -0.03
0.03 0.01 0.02
0.01 -0.06 0.01
0.00 0.00 0.01
0.00 0.05 0.02
0.00 -0.05 -0.07
-0.03 0.00 -0.01
0.00 -0.03 -0.07
0.00 0.01 0.04
-0.02 0.02 0.07
0.00 0.02 0.01
-0.03 0.05 -0.01
-0.03 0.00 -0.03
-0.03 -0.06 -0.02
0.00 -0.03 0.02
-0.25 -0.08 0.10
0.12 0.08 -0.23
0.11 -0.10 0.06
0.02 0.06 0.03
0.05 -0.03 0.04

## Properties
max |F|	0.975	eV Å⁻¹
electronic energy	-13092.15623	a.u.
multiplicity	1
charge	-2

=====

# 2
# C33H35CdF3GeN6O5Se

A molecular structure, C33H35CdF3GeN6O5Se (wB97M-V/def2-TZVPD, the Open Molecules 2025 dataset).

CARTESIAN COORDINATES (ANGSTROEM)
Cd1 -0.002 -0.428 0.439
O1 -5.417 1.387 3.074
C1 -4.392 0.901 2.307
C2 -3.813 1.674 1.308
C3 -2.758 1.137 0.594
N1 -2.277 -0.072 0.852
C4 -2.855 -0.832 1.777
C5 -3.936 -0.390 2.522
C6 -2.287 -2.264 1.924
O2 -3.013 -3.073 2.523
O3 -1.169 -2.461 1.381
C7 -2.072 1.913 -0.530
O4 -2.754 2.760 -1.133
O5 -0.862 1.619 -0.731
H1 -5.558 2.304 2.821
H2 -4.153 2.677 1.077
H3 -4.386 -1.039 3.259
C8 5.791 2.970 1.934
C9 4.796 2.231 1.076
C10 4.163 2.859 0.004
C11 3.212 2.204 -0.745
C12 2.838 0.866 -0.489
N2 1.879 0.214 -1.214
C13 1.873 0.302 -2.556
C14 3.045 0.595 -3.314
C15 3.053 0.665 -4.688
C16 1.895 0.443 -5.433
C17 1.899 0.526 -6.940
C18 0.757 0.083 -4.728
C19 0.727 -0.002 -3.343
N3 -0.484 -0.448 -2.750
C20 -1.728 -0.109 -3.142
C21 -2.607 -0.931 -2.473
C22 -1.789 -1.743 -1.675
N4 -0.506 -1.443 -1.846
C23 3.498 0.244 0.598
C24 4.441 0.924 1.360
N5 3.219 -1.113 0.919
C25 4.081 -2.014 1.447
C26 3.399 -3.204 1.579
C27 2.109 -2.928 1.097
N6 2.027 -1.672 0.697
H4 6.241 3.797 1.382
H5 6.591 2.311 2.278
H6 5.300 3.390 2.817
H7 4.408 3.893 -0.222
H8 2.703 2.720 -1.548
H9 3.967 0.755 -2.771
H10 3.982 0.883 -5.208
H11 2.610 1.280 -7.284
H12 0.912 0.785 -7.326
H13 2.191 -0.429 -7.393
H14 -0.150 -0.160 -5.274
H15 -1.899 0.706 -3.824
H16 -3.682 -0.928 -2.527
H17 -2.070 -2.529 -0.993
H18 4.893 0.430 2.213
H19 5.098 -1.754 1.683
H20 3.781 -4.130 1.974
H21 1.238 -3.559 1.032
C28 -1.826 5.565 2.556
Ge1 -1.517 5.924 0.635
C29 -3.255 5.927 -0.312
C30 -0.798 7.788 0.498
C31 -0.169 4.690 -0.123
Se1 0.436 3.239 1.044
C32 1.554 4.374 2.198
H22 -2.815 5.895 2.880
H23 -1.076 6.069 3.168
H24 -1.735 4.490 2.725
H25 -4.071 6.101 0.393
H26 -3.394 4.957 -0.788
H27 -3.285 6.710 -1.073
H28 -1.479 8.510 0.953
H29 -0.657 8.066 -0.548
H30 0.167 7.860 1.003
H31 0.713 5.236 -0.467
H32 -0.609 4.174 -0.976
H33 0.947 4.970 2.879
H34 2.186 5.021 1.589
H35 2.177 3.685 2.766
F1 0.605 -0.786 3.473
C33 0.414 0.226 2.553
F2 1.538 1.032 2.783
F3 -0.607 0.967 3.129

Cartesian forces, eV/Å:
0.26 0.19 -0.57
-0.03 -0.10 0.06
0.21 -0.01 -0.18
-0.08 0.02 0.01
0.02 0.11 -0.03
-0.26 0.08 0.05
0.00 -0.25 -0.11
-0.09 0.04 0.12
-0.10 -0.02 0.07
0.07 0.08 0.01
0.04 0.05 -0.13
0.22 -0.02 -0.11
-0.05 0.10 0.13
-0.42 -0.20 -0.08
-0.02 0.05 -0.02
-0.03 -0.03 -0.05
0.03 -0.03 -0.01
-0.16 -0.02 0.03
0.14 0.02 -0.02
0.04 0.00 0.01
0.01 -0.11 0.09
0.37 -0.09 -0.08
-0.54 0.01 0.08
0.18 -0.02 0.14
-0.06 -0.01 -0.04
-0.12 0.01 -0.02
0.02 0.09 -0.14
0.04 -0.15 0.13
-0.02 -0.02 0.05
0.33 0.00 0.00
-0.27 0.21 -0.19
-0.05 -0.09 0.11
0.00 -0.06 -0.07
-0.09 0.00 -0.34
0.03 -0.34 0.17
-0.19 0.30 -0.25
-0.06 0.00 0.04
0.31 -0.14 0.00
-0.10 -0.14 0.04
0.12 0.06 0.03
0.11 0.04 -0.02
-0.17 -0.49 0.19
0.03 0.00 0.01
0.01 0.01 0.01
0.07 0.02 0.02
-0.03 0.00 -0.02
-0.01 -0.02 -0.02
0.00 0.03 0.01
0.02 0.05 0.04
-0.03 0.02 -0.04
0.01 0.02 -0.02
-0.01 0.03 -0.06
-0.01 -0.02 0.02
0.05 0.03 0.02
0.00 0.07 0.02
0.08 0.09 0.16
-0.05 -0.03 0.01
0.01 0.04 -0.06
0.00 0.00 -0.01
-0.05 0.05 0.05
0.05 -0.07 -0.21
0.08 0.32 0.16
0.24 -0.11 0.07
-0.08 -0.29 0.03
-0.16 -0.03 0.05
0.22 0.60 0.18
-0.23 -0.18 -0.11
-0.01 0.04 -0.08
0.00 0.01 -0.01
-0.01 0.01 0.03
0.04 0.02 0.02
-0.03 -0.06 -0.02
0.05 0.00 0.00
-0.03 -0.03 0.01
0.00 -0.02 -0.01
0.00 -0.02 0.01
-0.04 0.07 0.00
-0.04 -0.02 -0.03
0.05 0.03 0.01
0.02 -0.02 -0.01
0.01 0.01 0.03
0.00 -0.09 -0.15
0.16 0.36 0.78
-0.01 0.01 0.00
0.00 -0.05 0.04

## Properties
max |F|	0.871	eV Å⁻¹
electronic energy	-6929.05856	a.u.
multiplicity	1
charge	-2

=====

# 3
# C33H35N3O2PRuS2

A molecular structure, C33H35N3O2PRuS2 (wB97M-V/def2-TZVPD, the Open Molecules 2025 dataset).

CARTESIAN COORDINATES (ANGSTROEM)
Ru1 0.943 -0.247 0.273
C1 2.113 -2.609 -1.278
N1 1.503 -2.430 0.061
C2 2.505 -2.907 1.070
C3 2.400 -2.317 2.477
C4 3.172 -1.007 2.643
N2 3.141 -0.251 1.399
C5 4.002 0.662 1.222
C6 4.090 1.472 0.017
C7 5.094 2.418 -0.064
C8 5.295 3.172 -1.217
C9 4.490 2.973 -2.348
C10 3.489 2.045 -2.313
C11 3.232 1.278 -1.128
O1 2.255 0.475 -1.156
C12 0.302 -3.311 0.091
C13 -0.550 -3.236 1.346
C14 -1.276 -1.915 1.559
N3 -0.399 -0.749 1.737
C15 -0.655 0.033 2.730
C16 -0.026 1.282 3.053
C17 -0.266 1.814 4.332
C18 0.276 3.015 4.717
C19 1.059 3.728 3.803
C20 1.298 3.241 2.537
C21 0.760 2.009 2.130
O2 0.997 1.608 0.901
H1 2.371 -3.660 -1.440
H2 3.014 -2.003 -1.348
H3 1.408 -2.290 -2.044
H4 3.494 -2.686 0.668
H5 2.422 -3.997 1.112
H6 2.795 -3.048 3.184
H7 1.363 -2.160 2.752
H8 4.209 -1.195 2.936
H9 2.714 -0.399 3.428
H10 4.758 0.876 1.986
H11 5.743 2.569 0.790
H12 6.088 3.907 -1.242
H13 4.661 3.558 -3.242
H14 2.830 1.871 -3.154
H15 0.652 -4.341 -0.044
H16 -0.306 -3.049 -0.775
H17 0.015 -3.526 2.232
H18 -1.325 -3.998 1.234
H19 -1.931 -1.993 2.429
H20 -1.909 -1.709 0.694
H21 -1.432 -0.288 3.423
H22 -0.896 1.257 5.016
H23 0.088 3.413 5.704
H24 1.474 4.686 4.088
H25 1.877 3.803 1.817
S1 -2.620 1.395 0.598
P1 -2.470 0.444 -1.101
S2 -0.637 -0.437 -1.587
C22 -2.867 1.473 -2.538
C23 -1.914 1.895 -3.455
C24 -2.287 2.715 -4.511
C25 -3.608 3.113 -4.649
C26 -4.563 2.692 -3.731
C27 -4.195 1.876 -2.676
C28 -3.636 -0.947 -1.248
C29 -3.677 -1.696 -2.423
C30 -4.563 -2.754 -2.539
C31 -5.413 -3.068 -1.485
C32 -5.381 -2.319 -0.319
C33 -4.494 -1.257 -0.200
H26 -0.886 1.575 -3.347
H27 -1.546 3.040 -5.229
H28 -3.897 3.749 -5.475
H29 -5.594 3.000 -3.839
H30 -4.938 1.551 -1.957
H31 -3.018 -1.449 -3.248
H32 -4.596 -3.332 -3.454
H33 -6.107 -3.893 -1.580
H34 -6.054 -2.553 0.496
H35 -4.464 -0.654 0.700

Cartesian forces, eV/Å:
-0.41 -0.24 0.37
0.01 0.02 0.01
0.08 0.01 -0.02
0.00 0.01 0.04
0.03 -0.01 0.00
0.00 -0.04 0.03
0.05 0.07 0.00
-0.06 -0.06 0.07
0.14 0.09 -0.01
-0.07 -0.06 0.07
0.02 0.03 -0.04
-0.04 -0.03 -0.02
0.02 0.07 -0.06
-0.17 0.01 -0.02
0.16 -0.05 -0.09
-0.04 0.02 0.02
0.00 0.00 -0.03
0.05 0.00 -0.03
0.26 0.00 -0.03
0.03 0.07 -0.05
0.06 -0.03 -0.10
-0.01 0.05 0.03
-0.03 -0.03 0.04
0.02 0.01 -0.04
-0.05 0.00 0.02
-0.12 -0.01 0.11
0.18 0.07 -0.06
0.00 0.01 0.01
-0.01 0.01 -0.01
0.00 -0.01 0.00
0.00 0.02 0.01
0.00 0.00 0.01
0.00 0.00 0.01
0.00 0.01 -0.01
0.00 -0.02 -0.01
0.02 -0.01 0.01
0.01 -0.02 0.00
0.00 -0.01 0.00
0.00 0.00 0.00
0.00 0.00 0.00
0.01 -0.01 0.00
-0.01 0.00 -0.01
-0.02 0.02 0.02
0.01 -0.01 0.01
-0.02 0.01 -0.01
0.00 -0.01 0.00
-0.01 -0.01 0.01
0.01 -0.01 0.01
0.00 0.01 0.00
0.00 0.00 0.00
0.01 -0.01 0.01
0.00 -0.01 -0.01
-0.03 0.00 -0.10
0.07 -0.03 -0.02
-0.11 0.00 -0.14
0.00 0.04 0.01
-0.02 0.00 0.00
0.00 0.01 0.00
0.00 0.01 -0.02
0.00 -0.01 0.00
0.01 0.02 -0.01
-0.02 0.02 0.08
0.00 -0.02 -0.02
0.01 0.01 -0.01
-0.01 0.00 0.02
-0.01 -0.02 -0.01
0.02 0.01 -0.02
0.00 0.01 0.00
0.00 0.00 0.00
0.00 0.00 0.00
0.00 0.00 0.00
0.00 0.00 0.00
0.00 0.00 0.00
0.00 0.00 0.00
0.00 0.00 0.00
0.00 0.00 0.00
-0.01 0.01 0.00

## Properties
max |F|	0.599	eV Å⁻¹
electronic energy	-2825.67787	a.u.
multiplicity	5
charge	+1